No. 1
DFT (wB97M-V/def2-TZVPD) results for a cluster of 9 separate species, C53H119N5O13 in total in a non-equilibrium geometry.

Calculated values
LUMO level ... 0.02 eV
Structure (SMILES) ... CC1(C)CCCC(C)(C)N1O.CC1(C)CCCC(C)(C)N1O.CC1(C)CCCC(C)(C)N1O.CC1(C)CCCC(C)(C)N1O.CC1(C)CCCC(C)(C)N1O.OCCO.OCCO.OCCO.OCCO
Strongest force on any atom ... 5.843 eV/Å

```
! RIJCOSX wB97M-V def2-TZVPD def2/J DEFGRID3
* xyz 0 1
C -3.2642 -15.6914 -1.1143
C -2.0253 -15.3410 -2.0150
C -2.1200 -16.0706 -3.4090
C -3.0571 -15.3607 -4.3389
C -2.6965 -13.9294 -4.5566
C -2.4649 -13.0260 -3.3102
N -1.7553 -13.8916 -2.2894
O -1.4689 -13.1998 -1.0650
C -1.5401 -11.8365 -3.7331
C -3.7992 -12.4816 -2.7800
C -0.8179 -16.0210 -1.4038
H -3.3970 -16.7502 -0.8924
H -4.1415 -15.2362 -1.5740
H -3.3048 -15.2031 -0.1406
H -1.1459 -16.2791 -3.8514
H -2.6140 -17.0348 -3.2892
H -4.0800 -15.4858 -3.9838
H -3.0112 -15.8005 -5.3351
H -3.5637 -13.5606 -5.1043
H -1.9167 -13.7883 -5.3050
H -0.6952 -12.3071 -4.2359
H -2.0717 -11.0706 -4.2978
H -1.1934 -11.2231 -2.9015
H -4.6594 -12.9812 -3.2256
H -3.9788 -12.5192 -1.7056
H -3.9259 -11.4208 -2.9963
H -0.9205 -17.1057 -1.4356
H -0.4642 -15.6322 -0.4489
H 0.0323 -15.6960 -2.0034
H -0.5827 -12.8552 -1.1972
C 6.6525 -8.5146 1.9170
C 6.1358 -7.1380 2.4231
C 7.3140 -6.1718 2.5537
C 7.6408 -5.5275 1.2529
C 6.4222 -4.9167 0.5551
C 5.2447 -5.9287 0.3414
N 4.9794 -6.6829 1.6165
O 3.8554 -7.5360 1.4897
C 4.0497 -5.1392 -0.2197
C 5.6274 -6.9255 -0.8036
C 5.7486 -7.3797 3.8547
H 5.8358 -9.1264 1.5337
H 7.1935 -9.0773 2.6778
H 7.3826 -8.3960 1.1164
H 7.0367 -5.4031 3.2751
H 8.2416 -6.5881 2.9466
H 8.2013 -6.2159 0.6205
H 8.3834 -4.7312 1.3017
H 6.8271 -4.6679 -0.4258
H 6.1299 -4.0556 1.1561
H 4.3383 -4.6192 -1.1332
H 3.1749 -5.7745 -0.3579
H 3.8209 -4.3635 0.5111
H 6.5624 -7.4720 -0.6800
H 4.8454 -7.6837 -0.8454
H 5.6620 -6.3753 -1.7440
H 5.4368 -6.4793 4.3839
H 6.6199 -7.6607 4.4462
H 4.9365 -8.0946 3.9871
H 3.1543 -6.9752 1.8295
C 8.6532 -12.7722 -3.4339
C 8.8568 -14.3014 -3.5647
C 9.1950 -14.9083 -2.1448
C 7.9788 -15.0357 -1.1537
C 6.8716 -15.8211 -1.8734
C 6.4096 -15.1720 -3.2908
N 7.5988 -14.8236 -4.1277
O 7.1637 -14.3477 -5.4146
C 5.6358 -16.3680 -3.9874
C 5.4639 -14.0057 -3.0490
C 10.0009 -14.5800 -4.5254
H 8.1263 -12.3985 -2.5560
H 8.2160 -12.3062 -4.3169
H 9.5890 -12.2593 -3.2118
H 9.8052 -15.7978 -2.3015
H 9.8150 -14.2585 -1.5270
H 7.5340 -14.0456 -1.0543
H 8.3088 -15.4666 -0.2084
H 6.0353 -16.0806 -1.2242
H 7.2976 -16.8242 -1.8919
H 6.2192 -16.9412 -4.7079
H 5.2530 -17.1260 -3.3041
H 4.6953 -16.0701 -4.4510
H 4.7819 -13.8426 -3.8834
H 4.8638 -14.1324 -2.1479
H 6.0410 -13.1101 -2.8184
H 10.9367 -14.1619 -4.1546
H 10.0100 -13.9931 -5.4438
H 10.0524 -15.6295 -4.8156
H 7.4505 -15.0856 -5.9576
C 4.1415 -9.1895 -9.9996
C 5.4611 -8.8552 -10.6571
C 6.5750 -8.8982 -9.5710
C 8.1115 -9.2646 -9.9209
C 8.1023 -10.3018 -10.9721
C 7.1364 -10.0151 -12.1726
N 5.7466 -9.7572 -11.7435
O 4.7899 -9.7086 -12.7414
C 7.6759 -8.8035 -12.9607
C 7.1459 -11.2862 -13.0528
C 5.3737 -7.3513 -11.1038
H 4.0290 -8.9822 -8.9354
H 3.8379 -10.2362 -9.9795
H 3.3112 -8.7827 -10.5770
H 6.6313 -7.8946 -9.1495
H 6.2784 -9.6184 -8.8084
H 8.6530 -9.6670 -9.0648
H 8.6855 -8.3780 -10.1907
H 7.7441 -11.2494 -10.5697
H 9.1213 -10.4647 -11.3230
H 8.4874 -9.2118 -13.5630
H 6.8149 -8.4605 -13.5345
H 7.9646 -7.9409 -12.3601
H 6.7375 -12.0830 -12.4313
H 6.5630 -11.3376 -13.9724
H 8.1687 -11.5523 -13.3196
H 6.1211 -7.0493 -11.8375
H 5.3608 -6.6091 -10.3057
H 4.3579 -7.2383 -11.4827
H 4.2445 -10.4689 -12.5269
C 14.2449 -17.6791 2.9325
C 15.6311 -17.8614 2.3104
C 16.7962 -17.6116 3.3117
C 16.9742 -18.6675 4.3727
C 17.1869 -19.9891 3.6091
C 16.0259 -20.3687 2.6764
N 15.7835 -19.2057 1.7506
O 14.9076 -19.5191 0.8258
C 16.6371 -21.5359 1.8494
C 14.8102 -20.7600 3.5052
C 15.8322 -16.8696 1.2074
H 14.1114 -18.4382 3.7032
H 13.4361 -17.9617 2.2587
H 14.0842 -16.7102 3.4052
H 17.6708 -17.6261 2.6614
H 16.5912 -16.6203 3.7161
H 16.1366 -18.5508 5.0605
H 17.8349 -18.4785 5.0142
H 17.2411 -20.7585 4.3793
H 18.1782 -19.9226 3.1607
H 17.5951 -21.3036 1.3842
H 16.7889 -22.3562 2.5509
H 15.8959 -21.9304 1.1544
H 14.7636 -20.1710 4.4212
H 13.9187 -20.6825 2.8829
H 14.6832 -21.8282 3.6811
H 15.5909 -15.8611 1.5433
H 15.1530 -17.0234 0.3689
H 16.8038 -16.8777 0.7133
H 15.4485 -19.3296 0.0557
C 10.6667 -17.2568 -11.0694
C 11.8794 -16.4663 -10.5877
O 12.7652 -17.2103 -9.7573
O 9.6045 -17.2712 -10.1261
H 10.8658 -18.2864 -11.3668
H 10.2246 -16.8906 -11.9960
H 11.5782 -15.5372 -10.1037
H 12.4653 -16.0742 -11.4189
H 13.5795 -16.7677 -9.5071
H 9.6877 -18.0017 -9.5088
C 16.7364 -14.0204 -6.8183
C 17.6968 -13.0169 -6.1610
O 18.4294 -13.7826 -5.1534
O 17.3303 -14.8909 -7.8038
H 16.0274 -13.4452 -7.4138
H 16.2077 -14.6781 -6.1284
H 17.2101 -12.1622 -5.6910
H 18.4801 -12.6291 -6.8123
H 18.1745 -13.5404 -4.2601
H 17.7920 -15.6587 -7.4591
C 3.0064 -15.9032 -10.4354
C 2.6524 -17.4057 -10.2627
O 3.1021 -18.2555 -11.2437
O 2.3337 -15.2954 -11.4460
H 4.0748 -15.8603 -10.6473
H 2.9305 -15.4227 -9.4599
H 1.5652 -17.4579 -10.3219
H 2.9734 -17.7947 -9.2964
H 3.4178 -19.0733 -10.8523
H 2.6217 -15.7705 -12.2288
C 9.8155 -20.9101 -5.4962
C 10.4674 -21.5905 -4.3244
O 11.4918 -22.4429 -4.7341
O 9.0554 -21.8436 -6.2340
H 10.6628 -20.5027 -6.0479
H 9.1642 -20.0867 -5.2032
H 9.7578 -22.0620 -3.6445
H 10.8773 -20.7145 -3.8217
H 12.2921 -21.9127 -4.7417
H 8.3278 -22.1339 -5.6791
*
```

***

No. 2
DFT (wB97M-V/def2-TZVPD) results for a cluster of 4 separate species, H8O4 in total in a non-equilibrium geometry.

Calculated values
LUMO level ... 0.61 eV
Strongest force on any atom ... 2.014 eV/Å

```
! RIJCOSX wB97M-V def2-TZVPD def2/J DEFGRID3
* xyz 0 1
O -1.3736 0.6969 -0.1075
H -0.9579 -0.0234 -0.7863
O -0.4768 -1.2299 -1.4374
H 0.6779 -0.7192 -0.8423
H -0.4054 -1.4057 -2.3790
O 1.4589 -0.3096 -0.2089
H 2.0275 -0.8670 0.3417
H 1.0827 0.2786 0.6094
O 0.4915 1.0867 1.5500
H -0.8442 0.8099 0.7849
H 0.6190 0.7776 2.4411
H -2.2997 0.9050 0.0346
*
```

***

No. 3
DFT (wB97M-V/def2-TZVPD) results for an isolated molecule of C21H19NO3 in a non-equilibrium geometry.

Calculated values
LUMO level ... -1.05 eV
Structure (SMILES) ... C[N+](C)([O-])CCOc1cc2c(c3ccccc13)-c1ccccc1C2=O
Strongest force on any atom ... 6.701 eV/Å

```
! RIJCOSX wB97M-V def2-TZVPD def2/J DEFGRID3
* xyz 0 1
O -1.7378 -1.9799 2.9849
O 2.3657 3.7154 1.5103
O 2.1065 -0.3113 -0.0110
C -1.9940 -2.0252 1.7511
C -5.6762 -2.5203 1.0958
C -5.5970 -2.1890 -0.2488
C -4.5050 -2.5008 1.7950
C -4.4136 -1.9327 -0.8497
C 0.2256 -0.6685 -4.1145
C -1.0991 -1.1345 -4.1299
C 0.1014 -1.0921 0.8711
C -3.2704 -2.3115 1.1623
C -1.1297 -1.6052 0.7047
C -3.1794 -1.9967 -0.1841
C 0.8755 -0.6595 -2.8354
C -1.7668 -1.3930 -2.9367
C 0.7983 -0.7656 -0.2578
C -1.7846 -1.6912 -0.5405
C 0.1879 -0.8363 -1.6173
C -1.1448 -1.1989 -1.6902
C 2.1744 0.8352 0.9015
C 4.2994 4.0449 0.6881
C 3.9062 2.7038 2.7015
C 3.3202 1.8779 0.4984
N 3.4390 3.0980 1.3661
H -6.5523 -2.6582 1.6807
H -6.5658 -2.0735 -0.8431
H -4.3596 -2.6629 2.8674
H -4.5513 -1.5009 -1.8476
H 0.9414 -0.4686 -4.9970
H -1.5525 -1.2483 -5.0695
H 0.4590 -0.9662 1.8806
H 1.8985 -0.3990 -2.7862
H -2.8275 -1.6167 -3.0677
H 2.2054 0.4160 1.9644
H 1.3173 1.4055 0.6766
H 5.3533 3.6817 0.5117
H 4.4742 4.8806 1.3562
H 3.8812 4.2929 -0.3129
H 4.9499 2.4788 2.8437
H 3.2930 1.8502 3.1021
H 3.7425 3.5204 3.4359
H 3.1188 2.1951 -0.5434
H 4.2726 1.4103 0.5333
*
```

***

No. 4
DFT (wB97M-V/def2-TZVPD) results for a cluster of 4 separate species, CH9O4 in total.

Calculated values
LUMO level ... 4.22 eV
Strongest force on any atom ... 0.951 eV/Å

```
! RIJCOSX wB97M-V def2-TZVPD def2/J DEFGRID3
* xyz -1 1
C 2.2407 0.9677 -0.7403
O 2.2101 -0.4088 -0.5261
H 1.5113 1.3168 -1.4797
H 2.0231 1.5867 0.1530
H 3.2576 1.2750 -1.0297
H -1.1742 -0.9076 1.3798
H -2.5464 -0.4640 1.8878
O -1.6482 -0.6311 2.1884
H -1.4010 0.3005 -0.6435
H -1.8611 0.9548 0.6125
O -1.8903 1.1130 -0.3207
H 1.2694 -0.6766 -0.6922
H -0.4982 -1.6077 -1.4002
O -0.4069 -1.0366 -0.6335
*
```